9
Properties=species:S:1:pos:R:3:lowdin_charge:R:1 method="wB97M-V/def2-TZVPD" total_energy_ha=-229.31272 mol_weight_g_mol=54.0 orbital_gap_ev=10.9 smiles=O.O.O de_lowest_kcal_mol=7.8 spin_multiplicity=1
O 1.95 -0.14 0.33 -0.0353
H 2.05 -0.95 -0.16 0.0525
H 2.29 -0.34 1.20 0.0494
O -0.98 -0.14 0.83 -0.0472
H -0.04 -0.06 0.68 -0.0042
H -1.08 -0.17 1.78 0.0504
O -1.74 0.67 -1.73 -0.0620
H -1.59 0.19 -0.92 -0.0259
H -0.86 0.94 -2.01 0.0222